Here is the molecule C3H9I3Si2 from the OMol25 dataset. Energies are from ωB97M-V with the def2-TZVPD basis set.

Properties
SMILES	C[Si](C)(C)[Si](I)(I)I
multiplicity	1
strongest force on any atom	4.0	eV/A
lowest unoccupied orbital energy	-0.501	eV
energy relative to the best compared isomer or geometry (same formula, charge and spin)	89.15	kJ/mol

Cartesian coordinates (Å):
C (-0.29704, 1.94950, -0.77737)
C (1.67629, 0.13216, 1.05207)
C (0.60620, -1.12592, -1.53917)
Si (0.19969, 0.25095, -0.20506)
Si (-1.69140, -0.64765, 0.98435)
I (-3.91146, -1.06157, -0.26226)
I (-1.13134, -3.00370, 1.87540)
I (-2.23615, 0.73105, 2.97416)
H (0.57208, 2.53141, -0.49072)
H (-0.52147, 1.98041, -1.84659)
H (-1.13508, 2.26021, -0.27533)
H (2.11880, -0.88427, 1.15411)
H (2.41711, 0.80797, 0.89308)
H (1.12561, 0.35219, 1.97492)
H (-0.19129, -1.76673, -2.02190)
H (1.11288, -0.68094, -2.35684)
H (1.28657, -1.82509, -1.13285)

***

Here is the molecule C4H5NO2 from the OMol25 dataset. Energies are from ωB97M-V with the def2-TZVPD basis set.

Properties
multiplicity	1
strongest force on any atom	0.9	eV/A
lowest unoccupied orbital energy	0.176	eV
energy relative to the best compared isomer or geometry (same formula, charge and spin)	228.33	kJ/mol

Cartesian coordinates (Å):
N (-1.99887, -0.49821, -0.16865)
C (-0.75233, -0.04933, -0.02945)
C (0.52250, -0.79446, -0.13874)
C (1.58383, 0.31753, 0.06991)
O (2.77054, -0.01623, 0.13986)
C (0.86447, 1.48504, 0.24351)
O (-0.56130, 1.19877, 0.16182)
H (-2.77944, 0.13728, -0.07828)
H (-2.18058, -1.48484, -0.25118)
H (0.62383, -1.33105, -1.08557)
H (0.82920, -1.47628, 0.66372)
H (1.07817, 2.51177, 0.47304)

***

Here is a structure of composition C3H19O7V from the OMol25 dataset. Energies are from ωB97M-V with the def2-TZVPD basis set.

Properties
expectation value of S²	2.1383
multiplicity	3
net charge	+2
strongest force on any atom	3.8	eV/A
lowest unoccupied orbital energy (alpha / beta)	-9.298 / -7.621	eV
energy relative to the best compared isomer or geometry (same formula, charge and spin)	9.39	kJ/mol

Cartesian coordinates (Å):
V (-0.41533, 0.73797, -0.68657)
C (0.71267, -2.23703, 2.07643)
C (1.03267, -1.05403, 1.22043)
C (2.38267, -1.04403, 0.55343)
O (0.20367, -0.95903, 0.02043)
H (1.10767, -3.14103, 1.73043)
H (-0.30433, -2.46503, 2.18243)
H (0.93567, -2.00403, 3.16243)
H (0.77967, -0.14103, 1.80043)
H (2.60667, -0.19603, -0.13357)
H (2.70967, -1.92703, 0.06743)
H (3.18567, -1.06903, 1.33843)
O (-2.10633, 0.13597, -1.74357)
H (-2.19533, -0.79303, -1.96357)
H (-2.86433, 0.68897, -1.91357)
O (0.82067, 0.80897, -2.52057)
H (1.56767, 0.25597, -2.81357)
H (0.98567, 1.67797, -2.86257)
O (-2.17933, -2.19203, 0.38943)
H (-1.26333, -1.77103, 0.45443)
H (-2.37833, -2.45803, 1.27943)
O (-1.78433, 1.07497, 0.87043)
H (-1.86733, 0.56697, 1.71843)
H (-2.55833, 1.68397, 0.87143)
O (-1.00633, 2.57097, -1.48257)
H (-1.71233, 3.17597, -1.26057)
H (-0.40533, 3.07297, -2.09957)
O (1.20667, 2.01497, 0.09043)
H (0.73467, 2.81497, -0.00857)
H (2.06867, 2.16997, -0.33757)

***

Here is the molecule C3H5N3 from the OMol25 dataset. Energies are from ωB97M-V with the def2-TZVPD basis set.

Properties
SMILES	C[C@@H]1N=CN=N1
multiplicity	1
strongest force on any atom	0.4	eV/A
lowest unoccupied orbital energy	-0.092	eV
energy relative to the best compared isomer or geometry (same formula, charge and spin)	159.10	kJ/mol

Cartesian coordinates (Å):
C (-1.23520, -0.78881, -0.27862)
N (0.12076, 0.92225, 0.86855)
C (1.05125, 1.47552, 0.20582)
N (1.75102, 0.58759, -0.69935)
N (1.21426, -0.53140, -0.59385)
C (0.11202, -0.43807, 0.38226)
H (-1.07704, -1.06367, -1.32309)
H (-1.89907, 0.07796, -0.23484)
H (-1.72216, -1.62671, 0.22225)
H (1.33701, 2.52045, 0.25391)
H (0.34715, -1.13510, 1.19696)

***

Here is the ion C4H8NO2 with charge -1 from the OMol25 dataset. Energies are from ωB97M-V with the def2-TZVPD basis set.

Properties
SMILES	C[C@@H](C=O)NC[O-]
multiplicity	1
net charge	-1
strongest force on any atom	3.0	eV/A
lowest unoccupied orbital energy	4.234	eV
energy relative to the best compared isomer or geometry (same formula, charge and spin)	337.32	kJ/mol

Cartesian coordinates (Å):
O (-0.36351, 2.02151, 1.28260)
C (-0.26847, 1.27890, 0.35914)
C (-0.67493, -0.13621, 0.56248)
C (0.50245, -0.86968, 1.31207)
N (-1.01671, -0.53994, -0.83328)
C (0.28773, -0.49925, -1.66965)
O (1.33118, -0.90677, -0.96748)
H (0.26376, 1.55386, -0.54431)
H (-1.56496, -0.27100, 1.18233)
H (0.17714, -1.14292, 2.35095)
H (1.35872, -0.20896, 1.41351)
H (0.83146, -1.72661, 0.73687)
H (-1.36002, -1.49707, -0.77956)
H (0.14491, -1.10598, -2.57415)
H (0.44399, 0.61780, -1.85790)

***

Here is a structure of composition CH2NO2S3 from the OMol25 dataset. Energies are from ωB97M-V with the def2-TZVPD basis set.

Properties
multiplicity	1
net charge	-1
strongest force on any atom	3.5	eV/A
lowest unoccupied orbital energy	3.488	eV
energy relative to the best compared isomer or geometry (same formula, charge and spin)	213.83	kJ/mol

Cartesian coordinates (Å):
C (1.24206, 0.28188, -0.39269)
N (-1.20951, -1.10793, -0.21644)
O (0.75685, 0.29400, 0.92754)
O (-1.33568, -0.26863, 1.99637)
S (0.87424, 1.64038, -1.33633)
S (2.12661, -1.00809, -0.85825)
S (-0.84026, -0.01898, 0.71691)
H (-0.57043, -1.17401, -1.00300)
H (-1.04389, 1.36138, 0.16589)

***

Here is the molecule C5H6N2O from the OMol25 dataset. Energies are from ωB97M-V with the def2-TZVPD basis set.

Properties
SMILES	CN/C(C=O)=C/C#N
multiplicity	1
strongest force on any atom	3.4	eV/A
lowest unoccupied orbital energy	-0.637	eV
energy relative to the best compared isomer or geometry (same formula, charge and spin)	215.33	kJ/mol

Cartesian coordinates (Å):
C (1.35792, 0.67991, 1.57221)
C (-0.21937, 0.02981, -0.27318)
C (-0.78771, -1.09837, 0.51502)
C (-0.71028, 0.19524, -1.51584)
C (-1.55984, -0.62441, -2.32255)
H (1.35638, -0.47023, 1.72738)
H (2.45396, 1.14314, 1.75892)
H (0.68609, 1.19856, 2.28604)
H (1.31681, 1.40310, -0.39049)
H (-1.44660, -1.60869, -0.34559)
H (-0.38322, 1.20797, -1.96798)
N (0.84325, 0.73099, 0.24115)
N (-2.15089, -1.39301, -2.98993)
O (-0.75650, -1.39401, 1.70484)

***

Here is a cluster of 2 separate species, CN4O4 in total from the OMol25 dataset. Energies are from ωB97M-V with the def2-TZVPD basis set.

Properties
multiplicity	1
strongest force on any atom	8.2	eV/A
lowest unoccupied orbital energy (alpha / beta)	-1.426 / -1.425	eV
energy relative to the best compared isomer or geometry (same formula, charge and spin)	0.00	kJ/mol

Cartesian coordinates (Å):
C (-1.77947, 0.14114, 1.69467)
N (-1.61911, 1.03210, 0.74129)
N (2.08026, -0.96439, -2.92822)
N (2.64688, -0.58555, -3.90847)
N (0.39960, 0.74554, 1.40933)
O (-0.32552, 0.04896, 2.15379)
O (1.57032, -1.29005, -1.92804)
O (-0.35352, 1.36094, 0.55910)
O (-2.61945, -0.48870, 2.20657)

***

Here is a cluster of 2 separate species, C6H13O2 in total from the OMol25 dataset. Energies are from ωB97M-V with the def2-TZVPD basis set.

Properties
multiplicity	1
net charge	-1
strongest force on any atom	3.3	eV/A
lowest unoccupied orbital energy	3.454	eV
energy relative to the best compared isomer or geometry (same formula, charge and spin)	109.07	kJ/mol

Cartesian coordinates (Å):
C (-1.93365, 1.80365, 2.15820)
C (-2.72149, 0.59322, 1.63379)
O (-3.40238, 0.80619, 0.62465)
O (-2.61020, -0.51454, 2.15696)
H (-2.20594, 2.72345, 1.68730)
H (-0.86486, 1.73786, 1.99205)
H (-2.29218, 2.04991, 3.14638)
C (1.02885, -0.82246, -1.24520)
C (0.54403, 0.59294, -1.30646)
C (2.47729, -1.02761, -1.54398)
C (0.53466, -1.40232, 0.18116)
H (0.49990, -1.49697, -2.00563)
H (0.45893, 0.99722, -2.31814)
H (3.03831, -0.31866, -0.99519)
H (2.81680, -2.02453, -1.26316)
H (2.56661, -0.85575, -2.61769)
H (-0.46623, -1.07049, 0.41890)
H (0.50895, -2.47685, -0.04871)
H (1.19354, 1.31703, -0.74706)
H (-0.49180, 0.76925, -0.84616)
H (1.32087, -1.38055, 0.93799)